This record from OMol25 describes a structure of composition C13H18NO at a distorted geometry. The level of theory is the ωB97M-V functional and the def2-TZVPD basis.

CARTESIAN COORDINATES (ANGSTROEM)
C 0.135 2.658 -0.939
C -0.258 1.808 -1.956
H -1.144 1.644 -2.567
C 0.984 1.015 -2.265
H 0.919 0.665 -3.296
C 2.188 2.103 -1.867
H 2.342 3.016 -2.473
H 3.069 1.512 -1.895
C 1.466 2.350 -0.669
H 1.934 3.117 0.091
C 1.526 0.821 0.005
H 2.360 0.669 0.414
H 0.426 1.074 0.840
C 1.163 -0.061 -1.091
C -0.272 -0.790 -1.099
N 0.131 -2.017 -0.248
H 0.796 -2.430 -0.579
H -0.741 -2.625 -0.427
C 0.130 -2.135 1.184
C -0.951 -1.559 1.898
C -2.105 -2.234 2.389
C -2.791 -1.299 2.918
C -2.437 -0.174 2.526
O -1.183 -0.212 1.941
H -3.014 0.740 2.428
H -3.954 -1.560 3.499
H -2.193 -3.165 2.692
H 0.500 -3.121 1.528
H 1.093 -1.181 1.419
H -0.937 -0.207 -0.414
H -0.520 -1.132 -2.085
H 1.864 -0.635 -1.367
H -0.527 3.345 -0.534

Values from the calculation:
Maximum force = 0.28998 Eh/bohr
2S+1 = 1
Highest occupied orbital energy = -12.0208 eV
Total energy = -17293.70737 eV
Net charge = +1
LUMO level = -3.063 eV
Kohn-Sham gap = 9.0 eV

***

This record from OMol25 describes a cluster of 5 separate species, C35H37NO2Si in total at a distorted geometry. The level of theory is the ωB97M-V functional and the def2-TZVPD basis.

CARTESIAN COORDINATES (ANGSTROEM)
C -2.556 1.391 2.747
Si -1.917 0.732 1.031
C -3.377 -0.231 0.252
C -1.395 2.297 0.039
C -0.406 -0.412 1.485
C -0.617 -1.956 1.671
C 0.611 -2.839 2.049
C 1.992 -2.186 2.255
C 2.170 -0.655 2.088
C 0.981 0.239 1.686
C 3.688 -0.303 2.402
O 4.247 0.807 2.373
N 4.245 -1.622 2.785
C 3.407 -2.835 2.627
O 3.740 -4.027 2.716
H -3.521 1.990 2.660
H -1.710 2.069 3.134
H -2.605 0.502 3.460
H -4.100 -0.487 1.105
H -3.952 0.487 -0.447
H -3.066 -1.153 -0.340
H -2.236 3.085 0.145
H -0.453 2.805 0.467
H -1.280 2.079 -1.085
H -1.662 -2.412 1.523
H 0.485 -3.962 2.154
H 1.148 1.354 1.551
H 4.411 -1.460 3.801
C -1.474 1.174 -4.170
C -0.600 1.778 -5.068
C -1.086 2.326 -6.251
C -2.448 2.278 -6.532
C -3.323 1.677 -5.632
C -2.836 1.121 -4.453
H -1.095 0.744 -3.249
H 0.461 1.821 -4.846
H -0.403 2.791 -6.954
H -2.828 2.710 -7.452
H -4.385 1.642 -5.850
H -3.517 0.648 -3.754
C 2.211 4.715 -1.346
C 2.941 4.595 -0.168
C 3.096 5.695 0.670
C 2.513 6.913 0.334
C 1.780 7.032 -0.843
C 1.632 5.935 -1.685
H 2.093 3.858 -2.001
H 3.391 3.644 0.098
H 3.671 5.603 1.586
H 2.629 7.770 0.990
H 1.324 7.981 -1.104
H 1.066 6.029 -2.605
C -3.757 -2.710 3.764
C -4.997 -2.146 3.478
C -6.118 -2.959 3.344
C -6.003 -4.336 3.506
C -4.765 -4.900 3.795
C -3.641 -4.089 3.920
H -2.881 -2.077 3.862
H -5.089 -1.071 3.358
H -7.083 -2.519 3.115
H -6.878 -4.969 3.407
H -4.675 -5.974 3.923
H -2.675 -4.530 4.140
C 3.748 -3.333 -0.724
C 3.533 -3.974 -1.940
C 4.573 -4.095 -2.857
C 5.831 -3.584 -2.553
C 6.047 -2.947 -1.335
C 5.005 -2.817 -0.422
H 2.936 -3.236 -0.011
H 2.554 -4.378 -2.174
H 4.403 -4.589 -3.808
H 6.643 -3.683 -3.266
H 7.029 -2.550 -1.098
H 5.174 -2.316 0.524

Values from the calculation:
Maximum force = 0.08926 Eh/bohr
2S+1 = 1
Highest occupied orbital energy = -9.1925 eV
Total energy = -50354.45662 eV
SMILES = C[Si](C)(C)c1ccc2c(c1)C(=O)NC2=O.c1ccccc1.c1ccccc1.c1ccccc1.c1ccccc1
LUMO level = -1.177 eV
Kohn-Sham gap = 8.0 eV

***

This record from OMol25 describes a cluster of 3 separate species, C30H58F8N2O12P2 in total at a distorted geometry. The level of theory is the ωB97M-V functional and the def2-TZVPD basis.

CARTESIAN COORDINATES (ANGSTROEM)
C -2.146 1.455 0.390
C -3.126 2.196 -0.556
C -4.596 1.998 -0.169
C -5.035 0.524 -0.279
C -5.189 0.176 -1.795
C -4.115 -0.839 -2.262
C -3.351 -0.393 -3.506
C -2.489 -1.510 -4.125
C -1.259 -1.798 -3.223
C -1.571 -2.965 -2.289
C -0.485 -3.206 -1.222
C -0.264 -1.952 -0.383
C 0.793 -2.045 0.726
N 1.180 -0.630 1.015
N 1.617 -0.418 2.336
C 2.089 -2.807 0.341
C 3.200 -1.928 -0.235
C 2.822 -1.238 -1.558
O 2.917 0.169 -1.376
C 2.679 0.858 -2.586
C 1.369 1.674 -2.548
F 0.606 1.175 -1.573
F 0.702 1.455 -3.698
C 1.536 3.198 -2.235
F 2.741 3.332 -1.642
F 0.659 3.560 -1.315
C 1.465 4.115 -3.470
F 2.028 5.286 -3.131
F 2.209 3.572 -4.429
C 0.029 4.456 -3.951
F 0.020 4.355 -5.283
F -0.890 3.601 -3.481
O 2.643 -3.355 1.591
C 2.424 -4.700 1.690
O 1.026 -5.010 1.577
P 3.041 -5.309 3.367
P 2.013 -4.224 4.951
O 0.991 -5.037 5.574
O 1.361 -2.888 4.361
O 3.099 -3.697 6.026
H -2.638 0.744 1.053
H -1.580 2.178 0.975
H -1.422 0.905 -0.210
H -2.953 1.874 -1.580
H -2.908 3.260 -0.469
H -4.737 2.383 0.844
H -5.231 2.567 -0.849
H -5.991 0.385 0.223
H -4.313 -0.129 0.208
H -5.190 1.084 -2.398
H -6.182 -0.262 -1.894
H -3.454 -1.050 -1.424
H -4.643 -1.772 -2.478
H -4.084 -0.058 -4.244
H -2.695 0.439 -3.245
H -3.079 -2.410 -4.289
H -2.121 -1.099 -5.065
H -0.397 -2.002 -3.860
H -1.054 -0.860 -2.704
H -1.587 -3.869 -2.903
H -2.534 -2.877 -1.795
H 0.436 -3.386 -1.793
H -0.658 -4.105 -0.634
H -0.044 -1.065 -0.969
H -1.215 -1.751 0.128
H 0.422 -2.449 1.670
H 0.347 -0.080 0.841
H 0.910 -0.641 3.028
H 2.496 -0.881 2.513
H 1.931 -3.666 -0.308
H 4.033 -2.607 -0.441
H 3.581 -1.230 0.500
H 1.807 -1.509 -1.863
H 3.528 -1.571 -2.324
H 3.557 1.431 -2.881
H 2.524 0.109 -3.365
H -0.257 5.463 -3.652
H 2.930 -5.267 0.895
H 0.980 -5.895 1.193
H 2.503 -6.608 3.505
H 1.997 -2.156 4.349
H 3.879 -4.272 5.937
C -7.461 -0.916 5.039
C -7.277 -1.284 3.581
O -5.891 -1.448 3.254
C -5.342 -2.608 3.625
O -5.905 -3.514 4.184
O -4.051 -2.580 3.282
C -3.304 -3.731 3.692
H -6.861 -0.039 5.288
H -8.508 -0.700 5.249
H -7.138 -1.727 5.691
H -7.641 -0.477 2.948
H -7.837 -2.183 3.321
H -3.783 -4.649 3.359
H -3.188 -3.736 4.774
H -2.322 -3.656 3.232
C 8.867 5.401 1.410
C 8.691 6.454 0.336
O 7.983 5.933 -0.797
C 6.658 5.842 -0.653
O 6.025 6.172 0.317
O 6.157 5.312 -1.769
C 4.743 5.081 -1.729
H 9.335 4.508 0.995
H 9.489 5.783 2.221
H 7.905 5.101 1.826
H 9.664 6.768 -0.038
H 8.188 7.341 0.722
H 4.207 5.984 -1.441
H 4.527 4.276 -1.041
H 4.437 4.792 -2.727

Values from the calculation:
Maximum force = 0.04024 Eh/bohr
2S+1 = 1
Highest occupied orbital energy = -8.6185 eV
Total energy = -99918.42402 eV
SMILES = CCCCCCCCCCCC[C@H](NN)[C@@H](CCOCC(F)(F)C(F)(F)C(F)(F)C(F)F)O[C@H](O)PP(=O)(O)O.CCOC(=O)OC.CCOC(=O)OC
LUMO level = 0.272 eV
Kohn-Sham gap = 8.9 eV

***

> Among the records above, which one has the lowest highest occupied orbital energy?

C13H18NO